The following is a quantum chemistry calculation of a molecular structure, C21H23BN8OS2SbSe4Tc, from OMol25.

Computed properties:
- total charge = +2
- energy relative to the best compared isomer or geometry (same formula, charge and spin) (kJ/mol) = 0.00
- HOMO-LUMO gap (Eh) = 0.236
- lowest unoccupied orbital energy (eV) = -6.75
- max |F| (eV/A) = 0.2

Last column: Mulliken charge in e.
Positions of all 62 atoms, in Å:
1 Tc 0.1409 0.7788 -1.7626  0.045
2 Se 4.3268 -0.6494 -3.6572  -0.318
3 Sb 4.1474 -1.2112 -5.9088  0.524
4 Se 0.8732 -2.1049 -4.1233  0.068
5 Se 0.5102 0.2209 -3.9464  0.015
6 Se 1.7776 -2.1491 -6.2514  -0.247
7 C 2.0783 3.4992 -4.1008  -0.976
8 N 1.2209 4.0798 -3.0709  0.152
9 C 0.4770 5.2198 -3.2368  -0.486
10 C -0.1355 5.4627 -2.0547  -0.637
11 N 0.2359 4.4847 -1.1625  0.493
12 B -0.3152 4.6250 0.3261  0.002
13 N 0.3942 3.5999 1.2606  0.052
14 C 1.4850 3.8708 2.0486  -0.474
15 C 1.8695 2.7147 2.6408  -0.467
16 N 1.0157 1.7290 2.1949  0.199
17 C 1.1319 0.3169 2.5412  -0.946
18 C 0.1252 2.3082 1.3793  0.166
19 S -1.1262 1.5844 0.3771  -0.162
20 C 1.0585 3.6409 -1.7984  0.305
21 S 1.8534 2.1806 -1.2086  -0.467
22 H 2.7697 4.2580 -4.4593  0.369
23 H 1.4683 3.1424 -4.9283  0.361
24 H 2.6429 2.6730 -3.6773  0.278
25 H 0.4545 5.7563 -4.1697  0.513
26 H -0.8017 6.2571 -1.7657  0.512
27 H -1.4926 4.4018 0.3018  0.001
28 H -0.0245 5.7187 0.7097  -0.112
29 H 1.8771 4.8690 2.1325  0.521
30 H 2.6497 2.5023 3.3509  0.516
31 H 2.1300 0.1528 2.9370  0.408
32 H 0.9949 -0.2880 1.6476  0.143
33 H 0.3910 0.0434 3.2877  0.365
34 N -5.0811 -5.8855 5.0553  -0.391
35 C -4.6048 -4.9757 4.5418  -0.128
36 C -3.9943 -3.8542 3.8822  0.519
37 C -4.6871 -3.1739 2.8825  -0.753
38 C -4.0917 -2.1051 2.2375  -0.445
39 C -2.7962 -1.7165 2.5890  0.634
40 C -2.1085 -2.3958 3.5990  -0.285
41 C -2.7077 -3.4584 4.2471  -0.864
42 C -2.1807 -0.6224 1.9031  0.306
43 C -1.6571 0.2888 1.3151  -0.122
44 H -5.6916 -3.4792 2.6238  0.487
45 H -4.6297 -1.5616 1.4724  0.507
46 H -1.1158 -2.0774 3.8892  0.390
47 H -2.1912 -3.9818 5.0399  0.483
48 C 1.1908 -4.6360 -0.3501  -1.100
49 N 0.6566 -3.2959 -0.5601  0.117
50 C -0.7656 -3.0032 -0.7356  -0.258
51 C -0.6831 -1.5484 -1.0981  0.574
52 O -1.5243 -0.7150 -1.4605  -0.770
53 N 0.5945 -1.1269 -1.0497  0.811
54 C 1.3818 -2.2054 -0.8125  -0.143
55 N 2.7000 -2.1388 -0.8106  -0.259
56 H 0.4179 -5.2508 0.1036  0.379
57 H 2.0308 -4.5996 0.3429  0.412
58 H 1.5001 -5.0948 -1.2901  0.345
59 H -1.3425 -3.1624 0.1786  0.277
60 H -1.1994 -3.5896 -1.5486  0.351
61 H 3.1230 -1.3430 -1.2752  -0.054
62 H 3.2528 -2.9798 -0.7648  0.265

Force components x, y, z for each atom (eV/Å):
0.1 0.1 -0.2
0.0 0.1 0.0
0.0 -0.1 -0.1
0.0 0.0 0.0
0.0 0.0 0.0
0.0 0.0 0.1
0.0 0.0 0.0
0.0 0.0 0.0
0.0 0.0 0.0
0.0 0.0 0.0
0.0 0.1 -0.1
0.0 0.0 0.0
0.0 0.0 0.0
0.0 0.0 0.0
0.0 0.0 0.0
-0.1 0.0 0.0
0.0 0.0 0.0
0.0 0.0 0.0
0.0 0.0 0.1
0.0 0.1 0.0
0.0 -0.1 -0.1
0.0 0.0 0.0
0.0 0.0 0.0
0.0 0.0 0.0
0.0 0.0 0.0
0.0 0.0 0.0
0.0 0.0 0.0
0.0 0.0 0.0
0.0 0.0 0.0
0.0 0.0 0.0
0.0 0.0 0.0
0.0 0.0 0.0
0.0 0.0 0.0
0.0 0.0 0.0
0.0 -0.1 0.0
0.0 0.1 0.0
0.0 0.0 0.0
0.0 0.0 0.0
0.0 -0.1 0.0
0.0 0.0 0.0
0.0 0.0 0.0
0.0 0.0 0.0
0.0 0.0 0.0
0.0 0.0 0.0
0.0 0.0 0.0
0.0 0.0 0.0
0.0 0.0 0.0
0.0 0.0 0.0
0.1 0.0 0.0
0.0 0.0 -0.1
0.1 0.0 0.1
-0.1 0.0 0.0
0.0 -0.1 0.0
-0.2 0.0 0.0
0.0 0.0 0.0
0.0 0.0 0.0
0.0 0.0 0.0
0.0 0.0 0.0
0.0 0.0 0.0
0.0 0.0 0.0
0.0 0.0 0.0
0.0 0.0 0.0